(1)
{"formula": "C36H36N3OP2RuS3", "method": "ωB97M-V/def2-TZVPD", "elements": ["Ru", "S", "P", "C", "P", "S", "C", "C", "C", "C", "C", "C", "C", "C", "C", "C", "C", "C", "C", "C", "C", "C", "C", "C", "C", "C", "C", "C", "C", "C", "H", "H", "H", "H", "H", "H", "H", "H", "H", "H", "H", "H", "H", "H", "H", "H", "H", "H", "H", "H", "S", "C", "C", "C", "C", "C", "N", "H", "H", "H", "H", "C", "N", "C", "C", "C", "N", "C", "C", "O", "H", "H", "H", "H", "H", "H", "H", "H", "H", "H", "H", "H"], "coordinates": [[0.21388, 0.34705, -0.08218], [-0.97108, 0.63418, 2.39710], [-2.35791, 0.10573, 1.03954], [-1.51959, -0.74337, -0.21148], [-0.84659, -2.29387, 0.13117], [0.98528, -1.91543, 0.86156], [-0.83156, -3.32518, -1.36348], [0.22846, -4.18429, -1.62970], [0.18479, -5.01975, -2.73747], [-0.92622, -5.01261, -3.57067], [-1.98672, -4.15593, -3.30548], [-1.93381, -3.30439, -2.21221], [-1.75061, -3.33592, 1.32298], [-1.50768, -3.13624, 2.68136], [-2.21313, -3.86341, 3.62636], [-3.16431, -4.79120, 3.22627], [-3.40490, -4.99826, 1.87638], [-2.69904, -4.27546, 0.92589], [-3.79025, -0.72789, 1.78011], [-4.72610, -1.34056, 0.95061], [-5.85791, -1.92492, 1.49469], [-6.06337, -1.89083, 2.86830], [-5.13174, -1.28073, 3.69540], [-3.99110, -0.70453, 3.15350], [-3.11604, 1.60782, 0.35672], [-3.92215, 2.39219, 1.18087], [-4.45153, 3.57793, 0.70302], [-4.17700, 3.98486, -0.59835], [-3.38777, 3.19999, -1.42220], [-2.86135, 2.00394, -0.94931], [1.08924, -4.18236, -0.97057], [1.01463, -5.68423, -2.94477], [-0.96514, -5.67261, -4.42825], [-2.84954, -4.14201, -3.95985], [-2.73643, -2.60141, -2.01764], [-0.76953, -2.40497, 2.98459], [-2.02335, -3.70156, 4.67997], [-3.71739, -5.35558, 3.96666], [-4.14175, -5.72645, 1.56157], [-2.88751, -4.45104, -0.12494], [-4.56304, -1.35239, -0.12171], [-6.58260, -2.40661, 0.85032], [-6.94925, -2.34543, 3.29354], [-5.28906, -1.26022, 4.76653], [-3.24568, -0.24320, 3.79119], [-4.12206, 2.07422, 2.19713], [-5.07556, 4.18887, 1.34287], [-4.58616, 4.91664, -0.96892], [-3.17733, 3.51569, -2.43637], [-2.25404, 1.36715, -1.57564], [0.61653, 2.12864, -1.62035], [0.97899, 3.18620, -0.27175], [1.13089, 4.56805, -0.33091], [1.32360, 5.25639, 0.85438], [1.34112, 4.56267, 2.05901], [1.17967, 3.18694, 2.01942], [1.03310, 2.51758, 0.88304], [1.07043, 5.07921, -1.28177], [1.43849, 6.33326, 0.84084], [1.47022, 5.07165, 3.00334], [1.16457, 2.59663, 2.92797], [-0.33670, -1.14362, -4.28625], [1.05684, -1.33508, -3.91903], [1.92298, -1.79365, -4.99153], [3.35822, -1.39650, -4.72883], [3.70705, -1.80204, -3.31417], [2.78828, -1.18012, -2.37001], [3.39365, -0.69490, -1.14786], [1.47959, -1.03567, -2.66013], [0.60692, -0.66350, -1.84732], [-0.41641, -0.33288, -5.01622], [-0.91730, -0.89116, -3.40523], [-0.72824, -2.05997, -4.72828], [1.56864, -1.34390, -5.92124], [1.83224, -2.88126, -5.10015], [3.46922, -0.31513, -4.83368], [4.02372, -1.88141, -5.44324], [4.71506, -1.48157, -3.05439], [3.67087, -2.89275, -3.20853], [4.12435, 0.08155, -1.38911], [3.89615, -1.51250, -0.62605], [2.65561, -0.28295, -0.47008]], "total_energy_ev": -98101.0138, "spin_multiplicity": 2, "de_lowest_ev": 1.967, "e_lumo_ev": [0.474, 0.145]}

=====

(2)
{"formula": "C36H32GeN2O4Ti", "method": "ωB97M-V/def2-TZVPD", "elements": ["Ti", "O", "C", "C", "C", "C", "C", "C", "C", "N", "C", "C", "N", "C", "C", "C", "C", "C", "C", "C", "O", "H", "H", "H", "H", "H", "H", "H", "H", "H", "H", "H", "H", "H", "H", "C", "C", "O", "C", "C", "C", "C", "C", "C", "O", "H", "H", "H", "H", "H", "H", "H", "Ge", "C", "C", "C", "C", "C", "C", "C", "C", "C", "C", "C", "C", "H", "H", "H", "H", "H", "H", "H", "H", "H", "H", "H"], "coordinates": [[-0.50808, 1.34651, 0.37331], [-1.74157, 0.82102, 1.60515], [-1.37848, -0.49284, 1.75021], [-0.36414, -0.95085, 2.48749], [-0.01413, -2.41274, 2.33707], [-1.27082, -3.24691, 2.19206], [-2.30762, -2.78098, 1.49775], [-2.11184, -1.44407, 0.90413], [-2.08961, -1.21593, -0.40982], [-1.22053, -0.26078, -0.98340], [-1.86679, 0.37661, -2.14846], [-2.92526, 1.32218, -1.60913], [-2.20563, 2.18954, -0.68524], [-2.67037, 3.30899, -0.28251], [-1.85632, 4.25708, 0.43962], [-2.43608, 5.38168, 1.03716], [-1.64881, 6.37399, 1.57664], [-0.25868, 6.26734, 1.47934], [0.33695, 5.17759, 0.87772], [-0.45207, 4.13586, 0.37625], [0.11728, 3.06984, -0.17222], [0.23012, -0.30211, 3.11643], [0.51284, -2.73567, 3.23658], [-1.29095, -4.23731, 2.63029], [-3.20565, -3.36085, 1.32420], [-2.60159, -1.86568, -1.11551], [-2.29924, -0.37260, -2.81617], [-1.11329, 0.93867, -2.70741], [-3.68052, 0.75003, -1.06152], [-3.41582, 1.90891, -2.38923], [-3.69561, 3.60532, -0.51782], [-3.51663, 5.46196, 1.06389], [-2.09816, 7.23442, 2.05227], [0.36693, 7.05395, 1.88221], [1.41264, 5.09122, 0.80097], [3.57540, 0.26727, -0.59245], [2.47611, 0.91726, 0.19334], [1.30904, 0.57291, -0.10888], [2.75550, 1.86384, 1.23422], [4.06623, 2.35848, 1.42001], [4.35719, 3.23443, 2.42932], [3.33208, 3.62450, 3.30993], [2.05185, 3.16021, 3.16711], [1.71618, 2.27793, 2.11226], [0.49556, 1.85600, 2.01372], [3.16983, -0.60112, -1.10670], [4.41672, -0.01511, 0.03665], [3.93135, 0.97264, -1.34797], [4.84866, 2.04855, 0.74091], [5.36008, 3.61739, 2.55517], [3.56100, 4.30862, 4.11821], [1.25638, 3.45894, 3.83672], [0.43597, -1.68953, -1.80657], [-0.89691, -2.69353, -2.97305], [-1.73348, -3.75209, -2.60527], [-2.56635, -4.37850, -3.52243], [-2.58594, -3.95748, -4.84557], [-1.75813, -2.91866, -5.24314], [-0.92172, -2.30917, -4.31500], [0.45873, -3.04064, -0.22212], [1.17938, -4.19229, -0.83105], [2.30824, -4.72447, -0.35519], [2.85219, -4.26032, 0.91797], [2.24880, -3.29604, 1.60845], [1.03118, -2.54197, 1.13707], [-0.58269, -3.33524, -0.10240], [-1.74552, -4.10442, -1.57853], [-3.19939, -5.19923, -3.20678], [-3.23536, -4.44390, -5.56265], [-1.75744, -2.58890, -6.27497], [-0.26324, -1.51040, -4.64674], [0.75329, -4.60552, -1.74024], [2.79294, -5.54154, -0.87351], [3.74216, -4.73438, 1.31453], [2.65457, -2.98566, 2.56734], [1.37709, -1.51225, 1.00597]], "total_energy_ev": -128653.2694, "de_lowest_ev": 0.000, "e_lumo_ev": -0.560}

=====

(3)
{"formula": "C3H7I3Si", "method": "ωB97M-V/def2-TZVPD", "elements": ["C", "C", "C", "Si", "I", "I", "I", "H", "H", "H", "H", "H", "H", "H"], "coordinates": [[-1.47424, 0.75095, 0.77340], [-0.30600, -1.27969, -1.22982], [1.53017, 0.78225, 0.38872], [-0.11070, 0.44204, -0.51905], [1.73370, -2.61994, 1.83202], [3.31233, 0.84086, -0.73310], [1.60581, 1.90332, 2.20379], [-1.43782, 1.78316, 1.04843], [-2.34946, 0.56588, 0.21431], [-1.20153, -0.00298, 1.45548], [-0.64779, -1.25540, -2.20527], [0.69467, -1.71353, -1.08341], [-1.12097, -1.66338, -0.59417], [-0.22816, 1.46645, -1.55133]], "total_energy_ev": -35401.3432, "de_lowest_ev": 6.134, "e_lumo_ev": [-3.315, -3.316]}

=====

(4)
{"formula": "C4H6OS", "method": "ωB97M-V/def2-TZVPD", "elements": ["S", "C", "C", "C", "C", "O", "H", "H", "H", "H", "H", "H"], "coordinates": [[2.53204, 1.94554, -0.63593], [1.44922, 1.21535, 0.36106], [1.07793, -0.16161, 0.24517], [-0.33880, -0.53410, 0.18286], [-1.38854, 0.29815, -0.39508], [-1.28577, 0.01135, 1.00861], [1.14186, 1.82227, 1.23620], [1.59570, -0.63530, -0.57800], [1.39464, -0.60344, 1.15345], [-0.45250, -1.72769, 0.02241], [-1.09158, 1.38275, -0.58015], [-2.26636, -0.07538, -0.96269]], "total_energy_ev": -17125.3785, "de_lowest_ev": 2.751, "e_lumo_ev": -0.372}